(1)
C6H7N3S2 as an isolated structure in a non-equilibrium geometry, computed with ωB97M-V with the def2-TZVPD basis set.

Properties
Frontier orbital gap = 8.6 eV
Strongest force on any atom = 6.40 eV/Å
ΔE to the lowest compared entry with this formula, charge and spin = 120.7 kJ/mol
E = -32474.11866 eV

Atoms and positions in Å:
C1 3.6325 -0.9819 0.4045
C2 1.1877 0.0960 -0.2896
C3 -0.9199 0.2522 -0.2178
C4 -2.3547 0.5458 -0.1041
C5 -2.8664 1.9547 0.0742
C6 -0.7550 -1.1307 -0.2132
H1 3.6384 -1.6010 -0.3340
H2 3.0011 -1.3386 1.1735
H3 4.8112 -0.7306 0.6601
H4 -2.2455 2.7001 0.6531
H5 -4.0683 1.8758 0.3781
H6 -2.7615 2.4929 -0.7725
H7 1.2557 -1.9843 -0.3431
N1 0.2640 0.9973 -0.1320
N2 -3.1154 -0.5234 -0.0699
N3 0.6674 -1.2522 -0.3321
S1 2.8425 0.5179 -0.3719
S2 -2.2138 -1.8898 -0.1635

***

(2)
An isolated ion of composition C6H7N4 and charge +1 in a non-equilibrium geometry, computed with ωB97M-V with the def2-TZVPD basis set.

Properties
Charge = +1
Frontier orbital gap (alpha / beta) = 6.6 / 8.0 eV
Strongest force on any atom = 5.49 eV/Å
ΔE to the lowest compared entry with this formula, charge and spin = 482.2 kJ/mol
E = -12282.96579 eV

Atoms and positions in Å:
C1 1.6481 0.5425 -1.8497
C2 2.4686 1.4662 0.0033
C3 0.5344 -0.0135 -1.1562
C4 0.6585 0.3190 0.1968
C5 -1.3860 -0.9865 -0.5387
C6 -1.7234 -0.5735 1.9434
N1 2.5791 1.2016 -1.2329
N2 1.4862 1.0261 0.8074
N3 -0.4579 -0.7669 -1.5447
N4 -1.2264 -0.3611 0.6832
H1 1.8246 0.5468 -2.9076
H2 3.1353 2.0454 0.4911
H3 -2.1637 -0.3956 -1.1531
H4 -1.8454 -2.0117 -0.7882
H5 -1.7573 0.3391 2.5064
H6 -1.1045 -1.2884 2.5959
H7 -2.6703 -1.0894 1.9438

***

(3)
A 2-piece molecular cluster, C6H7N4O2 overall in a non-equilibrium geometry, computed with ωB97M-V with the def2-TZVPD basis set.

Properties
Charge = -1
Frontier orbital gap = 9.1 eV
Strongest force on any atom = 5.51 eV/Å
ΔE to the lowest compared entry with this formula, charge and spin = 0.0 kJ/mol
E = -16391.40215 eV

Atoms and positions in Å:
C1 0.4729 1.7620 2.5629
C2 1.6555 1.4169 3.1569
C3 -0.9991 -2.0878 -0.7562
C4 -1.5129 0.1685 -1.2840
C5 0.1468 -1.0686 -2.6985
C6 -0.3680 -0.9730 -1.3218
N1 0.3510 0.9083 1.5442
N2 2.1810 0.3229 2.4646
N3 -1.4399 -3.1017 -0.4433
N4 1.4182 0.1250 1.4875
O1 -1.5606 0.8925 -0.2604
O2 -2.2844 0.1939 -2.2777
H1 -0.2889 2.4942 2.7509
H2 2.0394 1.9439 4.0674
H3 0.3820 -2.0941 -2.9613
H4 -0.8826 -0.9521 -3.3748
H5 0.7169 -0.2305 -2.9832
H6 0.4400 -0.6207 -0.5933
H7 -0.4673 0.9002 0.9199

***

(4)
C6H7NO as an isolated structure in a non-equilibrium geometry, computed with ωB97M-V with the def2-TZVPD basis set.

Properties
Frontier orbital gap = 10.3 eV
Strongest force on any atom = 7.50 eV/Å
ΔE to the lowest compared entry with this formula, charge and spin = 532.6 kJ/mol
E = -9867.13808 eV

Atoms and positions in Å:
C1 -0.5515 -0.9938 -0.7030
C2 -0.2527 0.3754 -0.9526
C3 -1.5253 0.6299 -0.1606
C4 -0.7753 -0.5938 0.6817
C5 0.7209 0.0794 0.9693
C6 1.0545 0.7029 -0.2527
H1 -0.1354 0.5169 -1.8834
H2 -1.6778 1.5166 0.3357
H3 -2.3782 0.1197 -0.8044
H4 -1.1676 -0.9814 1.7251
H5 1.1048 0.2329 1.8931
H6 2.7367 -0.5677 0.6759
H7 1.5302 1.7115 -0.4207
N1 1.7691 -0.6953 0.1481
O1 -0.4525 -2.0532 -1.2516

***

(5)
C6H7NO in the gas phase in a non-equilibrium geometry, computed with ωB97M-V with the def2-TZVPD basis set.

Properties
Frontier orbital gap = 9.9 eV
Strongest force on any atom = 9.35 eV/Å
ΔE to the lowest compared entry with this formula, charge and spin = 761.0 kJ/mol
E = -9864.77011 eV
SMILES = C1=C[C@H]2N[C@H]2[C@@H]2O[C@@H]12

Atoms and positions in Å:
C1 0.8169 1.3361 -0.0796
C2 -0.5163 1.5643 -0.1427
C3 -1.5195 0.3969 0.3219
N1 -1.8516 -0.7597 -0.6137
C4 -0.7772 -0.9331 0.5579
C5 0.6233 -0.8033 -0.2047
O1 2.0145 -0.9001 -0.2262
C6 1.4255 0.1146 0.3339
H1 1.4809 2.1843 -0.2984
H2 -0.6769 2.7664 -0.4482
H3 -2.5834 0.6892 0.9122
H4 -2.6835 -1.0983 -0.2581
H5 -0.9271 -1.6167 1.2994
H6 0.2732 -0.7099 -1.3117
H7 1.6454 0.2521 1.4897

***

(6)
C6H7NO in the gas phase in a non-equilibrium geometry, computed with ωB97M-V with the def2-TZVPD basis set.

Properties
Frontier orbital gap = 10.0 eV
Strongest force on any atom = 8.19 eV/Å
ΔE to the lowest compared entry with this formula, charge and spin = 214.7 kJ/mol
E = -9870.43235 eV
SMILES = N#C[C@@H]1C=CC[C@H]1O

Atoms and positions in Å:
N1 -0.3561 0.1480 -3.2314
C1 -0.5529 -0.2774 -2.1900
C2 -0.6077 -0.5771 -0.8832
C3 -1.4639 0.3025 -0.0435
C4 -0.8431 0.9672 0.9148
C5 0.5989 0.6072 1.1267
C6 1.0083 -0.2782 -0.0413
O1 1.6659 -1.4226 0.1331
H1 -0.6131 -1.6945 -0.4568
H2 -2.4372 0.6598 -0.3209
H3 -1.3048 1.6048 1.6048
H4 1.3927 1.3589 1.1797
H5 0.6908 0.0914 2.0640
H6 1.5784 0.2696 -0.7722
H7 1.2439 -1.7597 0.9162

***

(7)
C6H7NO as an isolated structure in a non-equilibrium geometry, computed with ωB97M-V with the def2-TZVPD basis set.

Properties
Frontier orbital gap = 8.7 eV
Strongest force on any atom = 5.30 eV/Å
ΔE to the lowest compared entry with this formula, charge and spin = 632.1 kJ/mol
E = -9866.10687 eV

Atoms and positions in Å:
C1 1.0309 1.5965 -0.6985
C2 -0.3743 1.0227 1.1213
C3 -0.5684 -0.2609 0.7615
C4 -0.3342 -0.9404 -0.4903
C5 -0.3008 -2.3539 -0.2695
C6 -0.5947 -3.5579 -0.3489
H1 1.5462 0.5501 0.0492
H2 0.3938 1.1899 -1.6066
H3 1.8863 2.5786 -1.0699
H4 -0.2319 3.1048 0.7498
H5 -0.5519 1.2269 2.1203
H6 -0.5139 -1.2170 1.5887
H7 -0.7823 -4.5811 -0.5946
N1 -0.1060 2.1016 0.3555
O1 -0.4989 -0.4598 -1.6681

***

(8)
C6H7NO as an isolated structure in a non-equilibrium geometry, computed with ωB97M-V with the def2-TZVPD basis set.

Properties
Frontier orbital gap = 9.0 eV
Strongest force on any atom = 5.56 eV/Å
ΔE to the lowest compared entry with this formula, charge and spin = 418.1 kJ/mol
E = -9868.32429 eV

Atoms and positions in Å:
C1 1.5796 -0.6133 0.1426
C2 1.8621 0.8534 0.0258
C3 0.6679 1.5523 -0.0649
C4 -0.3830 0.5221 0.3366
C5 -1.4734 -1.1747 0.1109
C6 0.0920 -0.7819 -0.1223
H1 2.7382 1.4375 -0.2046
H2 0.5611 2.6503 0.0503
H3 -0.5867 0.4303 1.5474
H4 -2.1366 0.4955 -1.0922
H5 -1.8967 -1.9855 -0.5292
H6 -1.7952 -1.4969 1.0863
H7 0.1146 -0.7141 -1.2545
N1 -1.9006 0.2142 -0.0566
O1 2.5568 -1.3894 0.0247

***

(9)
A 2-piece molecular cluster, C6H7NO2S overall in a non-equilibrium geometry, computed with ωB97M-V with the def2-TZVPD basis set.

Properties
Frontier orbital gap = 7.1 eV
Strongest force on any atom = 3.35 eV/Å
ΔE to the lowest compared entry with this formula, charge and spin = 177.9 kJ/mol
E = -22754.05857 eV

Atoms and positions in Å:
C1 1.0133 2.2162 -0.1578
C2 0.6399 1.9063 1.1590
C3 1.0218 1.1797 -1.1085
C4 0.2333 0.6449 1.5293
C5 0.7574 -0.0952 -0.6971
C6 0.1893 -0.3172 0.5577
N1 -2.8210 -4.6645 -0.2010
O1 -0.5168 -3.7876 -0.6951
O2 0.0549 -1.5865 1.0481
S1 -1.4592 -4.8652 -0.9011
H1 1.1558 3.1960 -0.5342
H2 0.5387 2.6862 1.8864
H3 1.2799 1.3996 -2.1980
H4 -0.1866 0.5805 2.4879
H5 0.9061 -0.8897 -1.4929
H6 -0.1555 -2.3853 0.5540
H7 -2.7708 -3.7932 0.3033

***

(10)
C6H7NO2S2 in the gas phase in a non-equilibrium geometry, computed with ωB97M-V with the def2-TZVPD basis set.

Properties
Frontier orbital gap = 8.2 eV
Strongest force on any atom = 9.19 eV/Å
ΔE to the lowest compared entry with this formula, charge and spin = 208.9 kJ/mol
E = -33587.74787 eV
SMILES = CCOC(=O)[C@H]1N=CSC1=S

Atoms and positions in Å:
C1 -0.3450 2.2267 -1.4511
C2 0.4739 1.8394 -0.3263
O1 0.0399 0.5485 0.0688
C3 0.7284 -0.0889 1.0161
O2 1.6489 0.3925 1.6505
C4 0.2025 -1.4578 1.3301
N1 -1.3160 -1.5037 1.3478
C5 -1.7361 -1.9528 0.3188
S1 -0.6332 -2.6582 -0.8463
C6 0.6348 -2.3341 0.2261
S2 2.1851 -2.8672 0.0547
H1 0.0480 3.3959 -1.8975
H2 -1.5718 2.2191 -1.2391
H3 -0.2814 1.7459 -2.3875
H4 0.3677 2.2957 0.4702
H5 1.6103 1.9794 -0.6953
H6 0.6337 -1.9132 2.2923
H7 -2.6899 -1.8672 0.0677

***

(11)
A 2-piece molecular cluster, C6H7NO3 overall in a non-equilibrium geometry, computed with ωB97M-V with the def2-TZVPD basis set.

Properties
Frontier orbital gap = 9.8 eV
Strongest force on any atom = 2.37 eV/Å
ΔE to the lowest compared entry with this formula, charge and spin = 222.6 kJ/mol
E = -13965.65428 eV
SMILES = N#CC1=CCO[C@@H]1C=O.O

Atoms and positions in Å:
N1 2.3817 1.8940 -0.5309
C1 1.7476 1.2694 0.2280
C2 0.7395 0.4582 0.8527
C3 0.9427 -0.8058 1.2524
C4 -0.3445 -1.5604 1.1605
O1 -1.3406 -0.5520 1.0600
C5 -0.7664 0.7090 0.8625
C6 -1.3051 1.3369 -0.4160
O2 -1.7288 0.7093 -1.3549
H1 1.9015 -1.2769 1.4635
H2 -0.5349 -2.1703 2.0561
H3 -0.3548 -2.2357 0.2877
H4 -1.0424 1.4043 1.6765
H5 -0.9772 2.3894 -0.5611
O3 0.2633 -0.8884 -2.8125
H6 -0.4570 -0.5824 -2.2372
H7 0.8753 -0.0987 -2.9870

***

(12)
C6H7NO3 in the gas phase in a non-equilibrium geometry, computed with ωB97M-V with the def2-TZVPD basis set.

Properties
Frontier orbital gap = 9.6 eV
Strongest force on any atom = 7.26 eV/Å
ΔE to the lowest compared entry with this formula, charge and spin = 292.2 kJ/mol
E = -13964.93260 eV
SMILES = [H]/N=C(/O)C1=C[C@H](O)C(=O)C1

Atoms and positions in Å:
H1 -2.1592 -2.1225 0.1846
N1 -2.8357 -1.3080 -0.1071
C1 -2.0282 -0.4489 0.3643
O1 -2.7948 0.7294 0.0737
C2 -0.6081 -0.1935 0.0444
C3 0.3201 -1.1455 -0.1361
C4 1.6770 -0.5655 -0.4078
O2 2.6733 -1.1203 0.4042
C5 1.4441 0.9392 -0.1658
O3 2.3230 1.7423 0.0203
C6 -0.0508 1.1983 -0.1364
H2 -2.8914 1.1851 0.9191
H3 0.1299 -2.2191 -0.1549
H4 1.9228 -0.6922 -1.4811
H5 3.5236 -0.7266 0.1866
H6 -0.3266 1.9012 0.6613
H7 -0.3591 1.6571 -1.0902

***

(13)
C6H7NO3 in the gas phase in a non-equilibrium geometry, computed with ωB97M-V with the def2-TZVPD basis set.

Properties
Frontier orbital gap = 10.7 eV
Strongest force on any atom = 4.77 eV/Å
ΔE to the lowest compared entry with this formula, charge and spin = 463.0 kJ/mol
E = -13963.16307 eV
SMILES = [H]/N=C(\O)[C@H](O)C#C[C@H]1CO1

Atoms and positions in Å:
H1 2.2876 0.5540 -3.2861
N1 1.3026 0.5565 -2.6077
C1 1.8485 0.2131 -1.5399
O1 3.3798 0.1278 -1.7781
C2 1.4243 0.3162 -0.0862
O2 2.2758 -0.4657 0.7137
C3 -0.0063 0.0449 0.0646
C4 -1.1993 -0.0261 0.2535
C5 -2.6163 -0.0108 0.5542
C6 -3.1114 -0.3947 1.8836
O3 -3.0732 0.9654 1.4843
H2 3.6998 -0.1958 -0.9188
H3 1.6169 1.3618 0.2002
H4 1.9380 -1.3676 0.7602
H5 -3.2710 -0.1599 -0.3094
H6 -4.1063 -0.8402 1.9581
H7 -2.3894 -0.6789 2.6539

***

(14)
C6H7NO3P as an isolated structure in a non-equilibrium geometry, computed with ωB97M-V with the def2-TZVPD basis set.

Properties
Charge = -1
Frontier orbital gap = 8.1 eV
Strongest force on any atom = 3.36 eV/Å
ΔE to the lowest compared entry with this formula, charge and spin = 167.4 kJ/mol
E = -23258.87243 eV

Atoms and positions in Å:
C1 1.8175 0.9349 -0.4099
C2 1.5458 0.2538 0.6970
C3 -0.4344 -0.9334 1.8905
C4 0.9032 0.9039 -1.6110
C5 -1.5934 -1.2907 1.0337
C6 -0.6138 -0.8602 -0.1377
N1 0.3836 -0.5418 0.8940
O1 -1.2244 1.7934 -0.2455
O2 -0.1661 -0.8520 3.0716
O3 -1.6362 0.4075 -2.3582
P1 -0.8425 0.6787 -1.1182
H1 2.4031 1.8295 -0.3586
H2 1.9516 0.4322 1.6552
H3 0.9403 1.8782 -1.9495
H4 1.2697 0.3471 -2.5077
H5 -1.7085 -2.3989 1.0521
H6 -2.5735 -0.9383 1.3741
H7 -0.4224 -1.6438 -0.9717

***

(15)
C6H7NO5S in the gas phase in a non-equilibrium geometry, computed with ωB97M-V with the def2-TZVPD basis set.

Properties
Frontier orbital gap = 9.7 eV
Strongest force on any atom = 4.36 eV/Å
ΔE to the lowest compared entry with this formula, charge and spin = 71.9 kJ/mol
E = -28896.11354 eV
SMILES = CCN1C(=O)C=CC(=O)OS1(=O)=O

Atoms and positions in Å:
C1 -2.2037 -0.7012 -1.2938
C2 -1.9055 -0.7104 0.2441
N1 -0.5661 -0.2160 0.5417
C3 -0.3666 1.0448 0.7959
O1 -1.3164 1.7761 0.8984
C4 0.9821 1.6314 0.9219
C5 2.1907 1.4742 0.2593
C6 2.5081 0.4620 -0.7894
O2 3.2862 0.6317 -1.6779
O3 1.5905 -0.6041 -0.8285
S1 0.8852 -1.2113 0.4622
O4 1.7338 -0.9341 1.5814
O5 0.5566 -2.5571 0.1605
H1 -1.3036 -1.2627 -1.6407
H2 -3.1404 -1.3864 -1.4107
H3 -2.4363 0.2090 -1.7275
H4 -1.7873 -1.8070 0.3529
H5 -2.6865 -0.3462 0.9270
H6 0.9719 2.4714 1.6983
H7 3.0071 2.0357 0.5248